# C32H70F3N2O12PS

10 unconnected molecules or ions with the total composition C32H70F3N2O12PS in a non-equilibrium geometry (the ωB97M-V functional and the def2-TZVPD basis, the Open Molecules 2025 dataset).

Each atom is followed by the atoms it is bonded to, with distances in Å.
CARTESIAN COORDINATES (ANGSTROEM)
1 C -0.469 -0.795 1.808  C2 1.535, H25 1.083, H26 1.085, H27 1.086
2 C -0.978 -1.797 0.761  C1 1.535, S3 1.818, H28 1.084, H29 1.087
3 S 0.230 -2.161 -0.549  C2 1.818, C4 1.808
4 C 0.024 -0.737 -1.644  S3 1.808, C5 1.512, H30 1.082, H31 1.087
5 C 0.769 0.481 -1.146  C4 1.512, C6 1.361, C16 1.420
6 C 0.015 1.569 -0.830  C5 1.361, C7 1.393, H32 1.081
7 C 0.538 2.765 -0.341  C6 1.393, C8 1.513, C14 1.379
8 C -0.410 3.912 -0.072  C7 1.513, C9 1.539, H33 1.086, H34 1.088
9 C -0.423 4.422 1.380  C8 1.539, C10 1.523, H35 1.078, H36 1.087
10 C -0.800 5.896 1.323  C9 1.523, F11 1.334, F12 1.340, F13 1.358
11 F -1.271 6.405 2.463  C10 1.334
12 F 0.237 6.638 0.914  C10 1.340
13 F -1.780 6.097 0.406  C10 1.358
14 C 1.902 2.805 -0.137  C7 1.379, C15 1.412, C23 1.487
15 C 2.689 1.681 -0.470  C14 1.412, C16 1.382, C20 1.521
16 C 2.181 0.508 -0.999  C5 1.420, C15 1.382, P17 1.857
17 P 3.335 -0.881 -1.433  C16 1.857, N18 1.712, O19 1.640
18 N 4.460 -0.070 -2.435  P17 1.712, H37 1.009, H38 1.013
19 O 2.602 -1.887 -2.501  P17 1.640, H39 0.968
20 C 4.122 2.065 -0.141  C15 1.521, O21 1.202, N22 1.384
21 O 5.115 1.392 -0.067  C20 1.202
22 N 4.062 3.433 0.059  C20 1.384, C23 1.388, H40 1.011
23 C 2.787 3.884 0.377  C14 1.487, N22 1.388, O24 1.202
24 O 2.551 4.915 0.947  C23 1.202
25 H 0.019 -1.336 2.610  C1 1.083
26 H 0.196 -0.048 1.388  C1 1.085
27 H -1.335 -0.278 2.209  C1 1.086
28 H -1.163 -2.752 1.241  C2 1.084
29 H -1.874 -1.440 0.262  C2 1.087
30 H 0.319 -0.971 -2.658  C4 1.082
31 H -1.036 -0.494 -1.646  C4 1.087
32 H -1.056 1.527 -0.969  C6 1.081
33 H -1.407 3.552 -0.309  C8 1.086
34 H -0.202 4.696 -0.796  C8 1.088
35 H 0.505 4.263 1.907  C9 1.078
36 H -1.253 3.932 1.883  C9 1.087
37 H 5.324 0.041 -1.926  N18 1.009
38 H 4.113 0.822 -2.766  N18 1.013
39 H 2.284 -1.438 -3.297  O19 0.968
40 H 4.857 3.909 0.465  N22 1.011
41 C 3.706 1.398 4.550  C42 1.516, H44 1.090, H45 1.091, H46 1.093
42 C 2.859 1.340 3.294  C41 1.516, O43 1.431, H47 1.089, H48 1.095
43 O 1.486 1.559 3.631  C42 1.431, H49 0.962
44 H 3.368 0.647 5.263  C41 1.090
45 H 4.759 1.223 4.326  C41 1.091
46 H 3.612 2.373 5.034  C41 1.093
47 H 2.930 0.358 2.827  C42 1.089
48 H 3.152 2.083 2.544  C42 1.095
49 H 1.424 2.434 4.028  O43 0.962
50 C -5.382 -0.905 -2.629  C51 1.517, H53 1.090, H54 1.091, H55 1.093
51 C -4.468 -0.784 -1.424  C50 1.517, O52 1.428, H56 1.089, H57 1.095
52 O -3.224 -0.177 -1.779  C51 1.428, H58 0.962
53 H -4.903 -1.492 -3.414  C50 1.090
54 H -6.325 -1.382 -2.357  C50 1.091
55 H -5.598 0.080 -3.050  C50 1.093
56 H -4.235 -1.767 -1.018  C51 1.089
57 H -4.944 -0.190 -0.637  C51 1.095
58 H -3.415 0.698 -2.131  O52 0.962
59 C -4.200 -0.324 5.771  C60 1.514, H62 1.090, H63 1.092, H64 1.093
60 C -3.563 -1.120 4.652  C59 1.514, O61 1.428, H65 1.089, H66 1.096
61 O -2.200 -0.743 4.459  C60 1.428, H67 0.962
62 H -4.151 0.743 5.551  C59 1.090
63 H -5.245 -0.607 5.912  C59 1.092
64 H -3.666 -0.489 6.710  C59 1.093
65 H -4.078 -0.943 3.709  C60 1.089
66 H -3.606 -2.193 4.872  C60 1.096
67 H -1.737 -0.909 5.286  O61 0.962
68 C -6.991 -1.983 -6.396  C69 1.518, H71 1.091, H72 1.091, H73 1.092
69 C -5.745 -1.202 -6.770  C68 1.518, O70 1.426, H74 1.089, H75 1.095
70 O -4.589 -1.716 -6.113  C69 1.426, H76 0.962
71 H -7.147 -1.953 -5.317  C68 1.091
72 H -7.874 -1.575 -6.890  C68 1.091
73 H -6.889 -3.032 -6.681  C68 1.092
74 H -5.841 -0.160 -6.467  C69 1.089
75 H -5.586 -1.231 -7.853  C69 1.095
76 H -4.483 -2.634 -6.381  O70 0.962
77 C 5.706 -5.528 -2.038  C78 1.515, H80 1.091, H81 1.092, H82 1.092
78 C 5.479 -4.585 -0.874  C77 1.515, O79 1.422, H83 1.089, H84 1.095
79 O 4.951 -3.359 -1.364  C78 1.422, H85 0.965
80 H 6.391 -5.074 -2.755  C77 1.091
81 H 6.118 -6.487 -1.717  C77 1.092
82 H 4.762 -5.709 -2.557  C77 1.092
83 H 6.414 -4.365 -0.360  C78 1.089
84 H 4.783 -5.016 -0.146  C78 1.095
85 H 4.115 -3.551 -1.806  O79 0.965
86 C 0.368 -1.631 -7.354  C87 1.516, H89 1.090, H90 1.091, H91 1.093
87 C 0.830 -0.648 -6.297  C86 1.516, O88 1.428, H92 1.089, H93 1.095
88 O 1.385 -1.327 -5.169  C87 1.428, H94 0.965
89 H -0.376 -2.312 -6.940  C86 1.090
90 H -0.068 -1.110 -8.208  C86 1.091
91 H 1.204 -2.239 -7.708  C86 1.093
92 H -0.008 -0.058 -5.930  C87 1.089
93 H 1.579 0.036 -6.708  C87 1.095
94 H 2.134 -1.849 -5.479  O88 0.965
95 C 6.175 -3.986 -5.815  C96 1.517, H98 1.090, H99 1.091, H100 1.092
96 C 4.687 -3.798 -6.044  C95 1.517, O97 1.424, H101 1.089, H102 1.097
97 O 3.933 -4.157 -4.891  C96 1.424, H103 0.965
98 H 6.389 -5.022 -5.553  C95 1.090
99 H 6.747 -3.723 -6.707  C95 1.091
100 H 6.518 -3.362 -4.987  C95 1.092
101 H 4.341 -4.434 -6.858  C96 1.089
102 H 4.472 -2.755 -6.307  C96 1.097
103 H 4.225 -3.591 -4.166  O97 0.965
104 C -2.848 4.220 4.686  C105 1.517, H107 1.091, H108 1.091, H109 1.093
105 C -3.169 3.049 5.595  C104 1.517, O106 1.425, H110 1.089, H111 1.096
106 O -3.206 1.816 4.881  C105 1.425, H112 0.963
107 H -3.587 4.297 3.888  C104 1.091
108 H -2.837 5.158 5.244  C104 1.091
109 H -1.871 4.099 4.213  C104 1.093
110 H -4.151 3.178 6.048  C105 1.089
111 H -2.428 2.972 6.399  C105 1.096
112 H -2.341 1.667 4.484  O106 0.963
113 C -1.379 1.836 8.375  C114 1.518, H116 1.091, H117 1.091, H118 1.093
114 C -1.832 0.728 9.309  C113 1.518, O115 1.426, H119 1.089, H120 1.095
115 O -1.835 -0.536 8.650  C114 1.426, H121 0.962
116 H -2.031 1.884 7.501  C113 1.091
117 H -1.392 2.804 8.878  C113 1.091
118 H -0.365 1.647 8.014  C113 1.093
119 H -2.849 0.908 9.651  C114 1.089
120 H -1.178 0.675 10.186  C114 1.095
121 H -0.938 -0.714 8.352  O115 0.962

Summary:
SMILES   CCSCc1cc(CCC(F)(F)F)c2c(c1P(N)O)C(=O)NC2=O.CCO.CCO.CCO.CCO.CCO.CCO.CCO.CCO.CCO
HOMO-LUMO gap   0.2807 Eh
LUMO level   -0.205 eV
2S+1   1
E_HOMO   -7.842 eV